The ion C2FI2O2 with charge -1, computed with ωB97M-V/def2-TZVPD.

Calculated values
charge = -1
2S+1 = 1
Kohn-Sham gap (spin up / spin down) = 5.700 / 6.393 eV

Each line ends with the natural charge from an NBO analysis.
Atoms and positions in Å:
C 1.3627 0.4167 0.4058  0.647
C 0.3837 -0.4573 -0.4412  0.203
O 2.4916 0.5071 -0.0539  -0.680
O 0.8215 0.7908 1.4412  -0.689
F 0.7041 -1.0724 -1.5746  -0.307
I -1.4650 -0.7109 0.2865  0.542
I -4.2984 0.5261 -0.0638  -0.715


An isolated molecule of C6H10, computed with ωB97M-V/def2-TZVPD.

Calculated values
charge = 0
2S+1 = 1
Kohn-Sham gap (spin up / spin down) = 8.223 / 8.230 eV

Each line ends with the natural charge from an NBO analysis.
Atoms and positions in Å:
C -2.1148 -0.2210 -0.3585  -0.607
C -0.8727 0.3127 0.3441  -0.355
C 1.3263 0.9726 0.4951  -0.149
C 1.9006 -0.3495 0.5593  -0.529
C 0.9783 -0.8432 -0.5400  -0.166
C 0.3775 0.5076 -0.5864  -0.340
H -2.8478 -0.4865 0.4103  0.209
H -1.8848 -1.1226 -0.9354  0.207
H -2.5830 0.5141 -1.0217  0.202
H -1.1146 1.2289 0.8905  0.196
H 1.0416 1.6052 1.3299  0.183
H 2.6988 -0.3356 -0.2238  0.285
H 2.2252 -0.8762 1.4582  0.233
H -0.5575 -0.4555 1.0656  0.214
H 1.2390 -1.5008 -1.3679  0.188
H 0.1881 1.0499 -1.5192  0.227


A cluster of 3 separate species, C22H31FN2O7S in total, computed with ωB97M-V/def2-TZVPD.

Calculated values
charge = 0
2S+1 = 1
Kohn-Sham gap = 9.380 eV

Each line ends with the natural charge from an NBO analysis.
Atoms and positions in Å:
C 3.4011 1.8188 3.0940  -0.607
C 2.7573 0.8755 2.0561  -0.394
C 1.3102 0.4807 2.4180  -0.411
C 1.1798 -0.9577 2.9502  -0.398
C 0.1468 -1.1500 4.0612  -0.394
C -1.3293 -1.2541 3.6308  -0.397
C -1.7097 -0.5780 2.3177  -0.407
C -3.1677 -0.8616 1.8978  -0.400
C -4.0459 0.3853 1.8419  -0.439
C -4.2106 1.0728 3.1954  -0.085
O -4.2116 2.5311 3.1003  -0.703
S -2.7880 3.1562 2.7001  1.734
O -3.0381 4.0771 1.6302  -0.898
O -2.6727 4.2212 4.0203  -0.306
F -2.1033 3.4088 5.0455  -0.152
H 4.4641 1.6127 3.2010  0.206
H 3.2577 2.8537 2.7896  0.206
H 2.9221 1.6965 4.0656  0.201
H 3.3541 -0.0300 1.9590  0.194
H 2.7266 1.3949 1.0985  0.195
H 0.6939 0.5770 1.5233  0.216
H 0.8837 1.1673 3.1521  0.194
H 2.1509 -1.2410 3.3706  0.198
H 1.0019 -1.6656 2.1371  0.198
H 0.3975 -2.0851 4.5703  0.204
H 0.2718 -0.3704 4.8148  0.197
H -1.9332 -0.7862 4.4160  0.193
H -1.6586 -2.2949 3.6017  0.195
H -1.0532 -0.8895 1.5064  0.207
H -1.5781 0.5029 2.3887  0.199
H -3.1804 -1.2880 0.8939  0.221
H -3.6121 -1.6170 2.5523  0.193
H -3.6588 1.0797 1.0953  0.224
H -5.0346 0.0902 1.4823  0.213
H -3.4335 0.7726 3.8986  0.185
H -5.1803 0.8396 3.6240  0.208
C 0.8774 2.0494 -4.5579  -0.180
C -0.3327 1.3939 -4.7469  -0.205
C -1.1089 1.0410 -3.6548  -0.214
C -0.6515 1.3530 -2.3877  0.079
C 0.5504 2.0037 -2.1760  -0.217
C 1.3171 2.3523 -3.2753  -0.199
N -1.4685 0.9815 -1.2241  0.524
O -2.5102 0.3880 -1.4229  -0.382
O -1.0494 1.2790 -0.1225  -0.390
H 1.4818 2.3174 -5.4135  0.231
H -0.6676 1.1532 -5.7443  0.235
H -2.0492 0.5271 -3.7868  0.248
H 0.8804 2.2329 -1.1737  0.248
H 2.2610 2.8596 -3.1306  0.222
C 2.5043 -4.2793 -3.0584  -0.177
C 1.2992 -4.1595 -3.7377  -0.207
C 1.0896 -3.0954 -4.5993  -0.210
C 2.1015 -2.1680 -4.7643  0.085
C 3.3075 -2.2652 -4.0957  -0.210
C 3.5049 -3.3328 -3.2354  -0.207
N 1.8865 -1.0383 -5.6806  0.521
O 0.8064 -0.9537 -6.2299  -0.381
O 2.7912 -0.2398 -5.8187  -0.378
H 2.6645 -5.1136 -2.3885  0.222
H 0.5203 -4.8961 -3.5972  0.224
H 0.1566 -2.9884 -5.1317  0.250
H 4.0763 -1.5217 -4.2425  0.250
H 4.4414 -3.4258 -2.7034  0.224


An isolated molecule of C2H2ClFOS, computed with ωB97M-V/def2-TZVPD.

Calculated values
charge = 0
2S+1 = 1
Kohn-Sham gap = 9.193 eV
structure (SMILES) = OC(=S)[C@@H](F)Cl

Each line ends with the natural charge from an NBO analysis.
Atoms and positions in Å:
C 0.7950 -0.0491 -0.1711  0.160
C -0.5716 -0.2700 0.5042  0.086
H -0.0279 1.4440 -1.0172  0.501
H -0.2321 -0.6377 1.5080  0.229
O 0.8096 0.9493 -1.0277  -0.628
F -1.2051 0.9606 0.5604  -0.351
S 2.0271 -1.0464 0.0959  -0.002
Cl -1.5952 -1.3507 -0.4526  0.006


A cluster of 3 separate species, C7H12O in total, computed with ωB97M-V/def2-TZVPD.

Calculated values
charge = 0
2S+1 = 1
Kohn-Sham gap = 9.649 eV
structure (SMILES) = C=C1CC1.C=C=O.C

Each line ends with the natural charge from an NBO analysis.
Atoms and positions in Å:
C 1.6874 -1.2315 -0.7042  -0.450
C 2.1995 -1.0593 0.7264  -0.451
C 1.8556 0.0934 -0.1056  0.017
C 1.8151 1.3987 -0.2473  -0.411
H 0.6868 -1.6236 -0.8318  0.230
H 2.3881 -1.5449 -1.4687  0.220
H 3.2451 -1.2609 0.9249  0.220
H 1.5223 -1.3307 1.5259  0.231
H 2.0669 2.0648 0.5676  0.199
H 1.3797 1.8556 -1.1267  0.196
C -1.6254 1.3745 0.7520  -0.949
C -1.8799 -0.7459 0.0473  0.689
C -2.4211 -0.7078 -1.1474  -0.729
O -1.2896 -1.3563 0.9302  -0.580
H -1.2982 0.3275 1.2444  0.326
H -1.0861 1.6720 -0.1371  0.238
H -1.1795 1.8939 1.6083  0.254
H -2.6855 1.5870 0.6905  0.232
H -2.6658 0.2225 -1.6265  0.247
H -2.7153 -1.6288 -1.6221  0.273


The ion C9H20BrN2 with charge +1, computed with ωB97M-V/def2-TZVPD.

Calculated values
charge = +1
2S+1 = 1
Kohn-Sham gap = 8.747 eV
structure (SMILES) = C/C(Br)=[N+](\C)C(C)(C)C(C)(C)N

Each line ends with the natural charge from an NBO analysis.
Atoms and positions in Å:
C -0.0708 -0.0899 -0.6182  0.188
C -0.4477 -1.2155 0.4651  0.120
C 2.0943 0.9234 0.0999  0.384
C -1.3289 0.5907 -1.1803  -0.644
C 0.6426 -0.6461 -1.8632  -0.646
C -0.5819 -2.5848 -0.2099  -0.624
C -1.7846 -0.9203 1.1643  -0.630
C 2.8986 2.1222 0.4423  -0.724
C 0.1310 2.1264 0.5403  -0.426
N 0.7981 0.9492 0.0049  -0.351
N 0.6321 -1.2748 1.4439  -0.877
Br 3.1287 -0.6248 -0.0481  0.248
H -1.0456 1.3250 -1.9309  0.226
H -1.9628 1.0706 -0.4461  0.223
H -1.9320 -0.1654 -1.6740  0.244
H -0.0968 -0.9995 -2.5750  0.240
H 1.3109 -1.4756 -1.6747  0.233
H 1.2032 0.1531 -2.3471  0.220
H -1.2853 -2.5575 -1.0372  0.224
H -0.9557 -3.2998 0.5196  0.231
H 0.3735 -2.9503 -0.5694  0.217
H -1.7909 0.0385 1.6789  0.198
H -1.9480 -1.6926 1.9124  0.234
H -2.6192 -0.9591 0.4725  0.225
H 2.4875 3.0329 0.0090  0.253
H 3.9185 1.9904 0.0827  0.276
H 2.9682 2.2497 1.5256  0.275
H -0.0945 2.8497 -0.2447  0.238
H -0.8002 1.8186 1.0058  0.240
H 0.7356 2.6060 1.3054  0.231
H 0.3863 -0.7997 2.3052  0.369
H 0.8748 -2.2292 1.6757  0.384


A structure of composition C22H35AsInN8O3S2, computed with ωB97M-V/def2-TZVPD.

Calculated values
charge = +1
2S+1 = 1
Kohn-Sham gap = 8.338 eV

Each line ends with the Mulliken charge.
Atoms and positions in Å:
In -0.2268 -0.2068 -0.3522  1.701
N -1.3068 -2.4266 -0.2768  -0.240
C -2.0674 -2.6286 0.9376  -0.895
C -1.2181 -2.1338 2.1110  -0.350
N -0.8484 -0.7429 1.9296  0.306
C -1.6978 0.2554 2.5658  -0.710
C -2.4884 1.0329 1.5131  -0.730
N -1.5233 1.6104 0.5929  -0.554
H -1.8709 -2.5804 -1.1059  0.350
H -0.4887 -3.0257 -0.3042  0.047
H -2.3290 -3.6832 1.0966  0.487
H -2.9839 -2.0397 0.8687  0.329
H -0.3026 -2.7343 2.1248  -0.096
H -1.7588 -2.2941 3.0509  0.484
H 0.1116 -0.5890 2.2316  -0.052
H -1.0589 0.9691 3.0936  0.405
H -2.3814 -0.2074 3.2855  0.447
H -3.1064 1.7936 2.0088  0.524
H -3.1325 0.3512 0.9448  0.247
H -0.8627 2.2092 1.0985  0.227
H -1.9897 2.1540 -0.1276  0.292
N 7.3688 3.3601 1.3649  -0.445
C 6.0684 2.9786 1.4154  0.986
C 5.0439 3.9344 1.5092  -0.892
C 3.7219 3.5522 1.5503  -0.373
C 3.4063 2.2040 1.5136  -0.680
C 4.3992 1.2478 1.4249  -0.117
C 5.7233 1.6200 1.3669  -0.552
S 1.7503 1.5973 1.4560  1.668
O 0.7870 2.5854 1.8835  -1.013
O 1.6979 0.3587 2.2194  -0.797
N 1.4216 1.1463 -0.0726  0.194
C 1.5110 2.0447 -1.0608  0.187
N 0.8500 1.7316 -2.1851  -0.005
C 0.9647 2.5605 -3.2060  -0.092
C 1.6911 3.7390 -3.1232  -1.166
C 2.3178 3.9786 -1.9101  -0.143
N 2.2470 3.1437 -0.8901  -0.383
H 7.6205 4.3276 1.4188  0.189
H 8.1050 2.6811 1.3462  0.184
H 5.3073 4.9808 1.5329  0.328
H 2.9281 4.2783 1.6162  0.531
H 4.0919 0.2163 1.4221  -0.363
H 6.5033 0.8802 1.2641  0.336
H 0.4503 2.2590 -4.1115  0.464
H 1.7516 4.4302 -3.9459  0.421
H 2.9104 4.8683 -1.7396  0.458
S -1.9607 0.0048 -2.2275  -0.449
C -0.6708 -0.6888 -3.0992  0.432
C -0.6802 -0.8677 -4.4877  -0.815
C 0.4259 -1.4184 -5.0941  -0.178
C 1.5204 -1.7990 -4.3172  -1.032
C 1.4561 -1.5870 -2.9554  -0.032
N 0.3927 -1.0566 -2.3723  -0.072
H -1.5379 -0.5499 -5.0566  0.464
H 0.4544 -1.5438 -6.1656  0.425
H 2.3971 -2.2363 -4.7681  0.456
H 2.2644 -1.8399 -2.2778  0.365
C 2.5240 -2.3595 3.1902  -1.087
As 2.6659 -2.5875 1.2573  0.494
C 2.5491 -4.5365 1.0172  -1.226
C 4.4782 -2.1541 0.6629  -1.269
O 1.4949 -1.9061 0.3402  -0.130
H 3.4790 -2.6340 3.6323  0.507
H 1.7434 -3.0138 3.5804  0.374
H 2.2916 -1.3221 3.4133  0.195
H 3.1492 -5.0232 1.7822  0.438
H 2.9376 -4.8145 0.0362  0.389
H 1.5147 -4.8731 1.0985  0.347
H 4.9804 -3.0606 0.3259  0.541
H 5.0470 -1.7170 1.4808  0.358
H 4.4108 -1.4440 -0.1586  0.362


An isolated molecule of C7H14N2OSi, computed with ωB97M-V/def2-TZVPD.

Calculated values
charge = 0
2S+1 = 3
Kohn-Sham gap (spin up / spin down) = 4.823 / 6.757 eV

Each line ends with the Mulliken spin population.
Atoms and positions in Å:
C 1.9449 1.1901 -0.0408  -0.079
C 2.8864 0.1746 -0.1101  0.569
C 0.7078 0.4604 -0.0296  0.352
C 4.3209 0.2940 -0.1222  -0.011
C -1.9510 -1.0386 1.4310  0.011
C -1.9911 -0.9117 -1.6645  0.010
C -3.2955 1.3664 0.1534  0.002
N 2.2618 -1.0128 -0.0332  0.317
N 0.9408 -0.8216 0.0910  0.615
O -0.4742 0.9641 -0.0708  0.103
Si -1.9314 0.1094 -0.0352  -0.008
H 2.3302 2.2487 -0.1157  -0.005
H 4.7970 -0.6278 -0.6854  0.042
H 4.8603 0.0980 0.8217  0.069
H 4.4621 1.3010 -0.6114  0.013
H -2.9548 -1.4604 1.6715  -0.002
H -1.1992 -1.8381 1.5390  -0.001
H -1.7169 -0.3548 2.3100  0.002
H -1.0665 -0.7120 -2.1850  0.000
H -2.0252 -2.0128 -1.4387  0.001
H -2.9415 -0.6859 -2.1752  -0.003
H -2.9430 2.4540 0.2279  0.000
H -4.1593 1.3764 -0.4897  0.000
H -3.4597 1.2851 1.2250  0.001
H 2.5972 -1.8460 0.3374  0.003


So what do the calculations give for molecular weight? Going down the list: 328.83; 82.15; 486.56; 128.56; 112.17; 236.18; 713.45; 170.29 g/mol.